# C27H61N2O12P2

6 unconnected molecules or ions with the total composition C27H61N2O12P2 (the ωB97M-V functional and the def2-TZVPD basis, the Open Molecules 2025 dataset).

Properties
Molar mass   667.7 g mol⁻¹
Frontier orbital gap   0.2347 Eh
2S+1   1
Net charge   -1

Cartesian coordinates (Å):
1 N 3.927149 0.210285 0.067489
2 C 3.654097 -0.167276 -1.338062
3 C 2.995302 0.973953 -2.144711
4 C 1.504618 0.727604 -2.463293
5 P 0.297481 1.051601 -0.975449
6 N 0.253130 -0.716319 -0.484283
7 C -1.159462 0.852530 -2.186779
8 C -2.609704 0.830007 -1.675412
9 C -3.027292 -0.513023 -1.144355
10 O -3.471717 -0.757522 -0.047375
11 O -2.891881 -1.509438 -2.071308
12 C -0.824334 1.393666 0.571421
13 O -1.424582 2.685591 0.643292
14 O -2.592015 2.598576 1.510826
15 P 0.475373 3.349498 -1.338817
16 O 1.056171 4.112679 -0.195289
17 O 1.434300 3.682622 -2.629928
18 O -0.947976 4.018678 -1.831534
19 H 3.289987 -0.239653 0.708511
20 H 4.878881 -0.007462 0.316787
21 H 4.622970 -0.403500 -1.785056
22 H 3.050103 -1.073831 -1.392052
23 H 3.531563 1.075264 -3.096241
24 H 3.121876 1.905783 -1.594092
25 H 1.213060 1.288731 -3.358007
26 H 1.445379 -0.324816 -2.768947
27 H 1.445313 1.234831 -0.123722
28 H -0.046226 -1.307077 -1.247606
29 H 1.143499 -1.012845 -0.110634
30 H -1.003471 -0.064313 -2.763204
31 H -1.072915 1.639013 -2.941390
32 H -3.255047 0.972441 -2.553213
33 H -2.886853 1.611631 -0.974771
34 H -3.287009 -2.292914 -1.667108
35 H -1.567686 0.612071 0.722867
36 H -0.139007 1.310080 1.429244
37 H -3.201657 3.181979 1.043553
38 H 2.147979 4.250006 -2.309062
39 H -0.995435 4.878383 -1.394464
40 C -0.848758 -1.977561 4.137292
41 C 0.359506 -1.797642 5.051478
42 C 1.484156 -2.346258 4.184246
43 O 1.122025 -2.079335 2.832759
44 C -0.255731 -1.664819 2.770274
45 H -1.688106 -1.328583 4.384824
46 H -1.194628 -3.015923 4.177073
47 H 0.522511 -0.735910 5.251271
48 H 0.267122 -2.316920 6.006136
49 H 1.586705 -3.432276 4.313110
50 H 2.449483 -1.881551 4.395630
51 H -0.289055 -0.598683 2.560521
52 H -0.749645 -2.186655 1.953055
53 C -7.115706 0.321524 -4.857036
54 C -6.482697 -1.059275 -4.710089
55 C -4.997558 -0.724969 -4.762719
56 O -4.862496 0.579655 -4.197657
57 C -6.146003 1.187705 -4.063866
58 H -8.137241 0.381246 -4.482621
59 H -7.118414 0.622144 -5.907726
60 H -6.738693 -1.486847 -3.737540
61 H -6.783536 -1.765822 -5.483140
62 H -4.631994 -0.698382 -5.795702
63 H -4.379622 -1.418310 -4.195104
64 H -6.412438 1.210405 -3.001113
65 H -6.094596 2.214418 -4.428596
66 C 3.053686 8.530692 -1.796258
67 C 2.208518 8.606225 -3.065276
68 C 2.536430 7.277753 -3.734735
69 O 2.805136 6.357895 -2.682540
70 C 2.939940 7.053875 -1.439797
71 H 2.705586 9.183334 -0.996450
72 H 4.091857 8.789484 -2.021630
73 H 1.148236 8.643891 -2.805100
74 H 2.435560 9.464537 -3.697703
75 H 3.428770 7.360099 -4.367209
76 H 1.716268 6.892650 -4.341992
77 H 2.054219 6.849745 -0.831291
78 H 3.812659 6.671299 -0.910743
79 C 5.042978 -5.277663 -0.684499
80 C 6.424753 -4.735930 -0.328358
81 C 6.274878 -3.261891 -0.684341
82 O 4.908193 -2.931511 -0.460290
83 C 4.143846 -4.120918 -0.266646
84 H 4.792061 -6.210224 -0.180058
85 H 4.971573 -5.442048 -1.762508
86 H 6.606758 -4.848858 0.743148
87 H 7.240391 -5.219711 -0.865406
88 H 6.511528 -3.082845 -1.739990
89 H 6.904292 -2.610753 -0.075070
90 H 3.867919 -4.191546 0.790956
91 H 3.228676 -4.054771 -0.855930
92 C -3.858760 -4.212138 6.633883
93 C -3.245391 -5.601664 6.784002
94 C -1.758073 -5.277148 6.808776
95 O -1.638442 -3.985699 7.406847
96 C -2.924707 -3.369336 7.490277
97 H -4.896839 -4.151386 6.957995
98 H -3.806556 -3.890232 5.591653
99 H -3.551603 -6.048478 7.733325
100 H -3.512873 -6.288349 5.982050
101 H -1.345849 -5.232452 5.794777
102 H -1.173793 -5.993309 7.388496
103 H -3.242472 -3.363826 8.539367
104 H -2.847903 -2.337685 7.145680

Atomic forces in eV per Å
N -0.09 0.10 -0.41
C 0.30 0.65 0.36
C -0.49 -0.34 -0.18
C 0.39 0.02 -0.23
P 0.28 -1.38 -0.29
N -0.60 0.64 0.17
C -0.22 0.11 -0.18
C -0.32 -0.34 -0.68
C 0.07 0.25 0.50
O -0.13 -0.08 -0.36
O -0.13 0.12 -0.08
C 0.22 0.25 0.92
O -0.33 -0.16 -0.24
O 0.12 -0.10 0.21
P 0.48 0.39 0.03
O -0.13 0.31 0.14
O -0.26 -0.26 -0.14
O 0.11 -0.01 -0.08
H 0.08 0.02 0.11
H -0.08 -0.28 0.16
H -0.05 -0.09 -0.09
H -0.02 -0.06 -0.07
H 0.02 0.09 0.04
H 0.08 0.03 0.06
H 0.05 0.17 0.18
H -0.29 -0.04 0.12
H -0.01 0.26 0.04
H 0.25 -0.19 0.00
H 0.06 -0.17 -0.12
H 0.10 -0.05 0.11
H -0.03 0.14 0.18
H 0.03 -0.03 0.08
H 0.35 -0.10 0.23
H 0.14 -0.05 0.17
H -0.17 0.15 -0.37
H 0.11 -0.03 -0.10
H 0.08 0.01 -0.13
H -0.04 0.21 -0.11
H -0.05 0.02 0.04
C 0.02 -0.14 0.02
C -0.01 0.06 0.12
C -0.05 -0.05 -0.12
O -0.04 -0.05 0.06
C 0.02 -0.04 0.07
H 0.01 0.03 -0.01
H 0.00 0.01 0.01
H 0.00 0.00 -0.03
H -0.02 -0.02 -0.02
H 0.02 0.01 0.07
H 0.01 0.00 -0.04
H -0.04 0.10 -0.08
H 0.07 0.04 -0.07
C -0.01 0.01 -0.09
C -0.03 -0.03 0.08
C 0.04 0.03 -0.08
O -0.13 -0.01 -0.11
C 0.04 -0.02 0.11
H 0.01 -0.01 0.02
H 0.00 0.01 0.01
H 0.01 0.00 -0.01
H 0.00 0.01 -0.01
H -0.03 -0.03 -0.01
H 0.06 0.04 0.04
H -0.04 0.03 -0.01
H 0.05 0.00 0.01
C 0.10 0.00 -0.05
C -0.08 0.03 0.04
C 0.03 -0.06 -0.01
O 0.17 0.02 0.03
C -0.18 0.01 0.09
H -0.02 -0.01 0.00
H -0.01 0.00 0.00
H 0.01 -0.01 -0.01
H 0.02 0.00 0.00
H -0.02 0.05 -0.03
H 0.01 -0.05 0.02
H 0.04 -0.03 0.04
H 0.00 -0.05 -0.03
C 0.00 -0.01 -0.09
C 0.02 -0.03 0.08
C -0.06 0.02 -0.08
O 0.10 -0.12 0.02
C -0.02 0.04 0.10
H 0.01 0.01 0.02
H -0.01 0.00 0.01
H 0.00 0.01 -0.01
H -0.01 0.00 -0.02
H 0.06 -0.02 0.01
H -0.02 0.03 0.00
H -0.04 -0.04 -0.01
H 0.00 0.05 0.00
C 0.00 0.01 -0.11
C -0.04 -0.03 0.08
C 0.04 0.07 -0.10
O -0.01 -0.04 0.03
C 0.02 0.01 0.06
H 0.00 -0.01 0.02
H 0.00 0.01 0.01
H 0.01 0.00 -0.01
H 0.01 0.01 -0.02
H -0.01 -0.04 -0.01
H 0.02 0.03 0.02
H -0.04 0.02 -0.02
H 0.05 0.00 0.00

Atom charges from the Löwdin analysis, given in e for atoms 1 to 99:
1 N 0.000
2 C -0.294
3 C -0.261
4 C -0.346
5 P 0.536
6 N -0.121
7 C -0.279
8 C -0.131
9 C -0.519
10 O 0.078
11 O 0.061
12 C -0.329
13 O -0.254
14 O -0.050
15 P 0.471
16 O -0.372
17 O -0.223
18 O -0.216
19 H 0.044
20 H 0.039
21 H 0.090
22 H 0.080
23 H 0.092
24 H 0.080
25 H 0.053
26 H 0.059
27 H 0.014
28 H 0.008
29 H 0.000
30 H 0.071
31 H 0.068
32 H 0.103
33 H 0.104
34 H 0.113
35 H 0.054
36 H 0.073
37 H 0.077
38 H 0.032
39 H 0.050
40 C -0.170
41 C -0.172
42 C -0.219
43 O -0.149
44 C -0.194
45 H 0.112
46 H 0.100
47 H 0.115
48 H 0.099
49 H 0.110
50 H 0.113
51 H 0.096
52 H 0.112
53 C -0.176
54 C -0.171
55 C -0.198
56 O -0.149
57 C -0.202
58 H 0.107
59 H 0.110
60 H 0.113
61 H 0.107
62 H 0.118
63 H 0.104
64 H 0.120
65 H 0.117
66 C -0.175
67 C -0.175
68 C -0.204
69 O -0.157
70 C -0.194
71 H 0.108
72 H 0.109
73 H 0.113
74 H 0.105
75 H 0.114
76 H 0.120
77 H 0.116
78 H 0.121
79 C -0.174
80 C -0.176
81 C -0.210
82 O -0.155
83 C -0.197
84 H 0.107
85 H 0.112
86 H 0.111
87 H 0.106
88 H 0.118
89 H 0.116
90 H 0.120
91 H 0.120
92 C -0.169
93 C -0.173
94 C -0.209
95 O -0.151
96 C -0.205
97 H 0.109
98 H 0.113
99 H 0.110

---

# C27H65BFIN9O9

10 unconnected molecules or ions with the total composition C27H65BFIN9O9 (the ωB97M-V functional and the def2-TZVPD basis, the Open Molecules 2025 dataset).

Properties
Molar mass   816.6 g mol⁻¹
Frontier orbital gap   0.2018 Eh
2S+1   1
Net charge   -1

Cartesian coordinates (Å):
1 F -3.789722 -3.146522 5.149704
2 B -4.432194 -1.779920 5.111147
3 I -6.614528 -2.072755 5.129926
4 H -4.134078 -1.134779 6.057845
5 H -4.173941 -1.238931 4.092341
6 C -2.493083 2.172136 4.043132
7 O -3.424918 2.289837 4.828656
8 N -2.588869 1.691790 2.754555
9 C -1.434687 1.584077 1.887108
10 C -3.883197 1.281437 2.250312
11 H -1.464751 2.454863 4.323076
12 H -1.602692 2.197766 0.997506
13 H -1.308964 0.537655 1.594607
14 H -0.528256 1.926597 2.393633
15 H -4.568040 2.133586 2.292144
16 H -4.275849 0.482306 2.885997
17 H -3.801033 0.925348 1.219957
18 C 0.086352 3.052094 -1.893546
19 O 0.026815 1.959131 -1.344815
20 N 0.895629 4.098679 -1.506157
21 C 0.906597 5.363071 -2.211421
22 C 1.762870 3.930827 -0.358265
23 H -0.530762 3.287531 -2.776444
24 H 1.916873 5.549736 -2.586561
25 H 0.618697 6.157527 -1.516932
26 H 0.207907 5.350800 -3.052364
27 H 2.442761 3.094301 -0.545048
28 H 1.151532 3.698920 0.518870
29 H 2.340392 4.840662 -0.174283
30 C 0.495591 6.416722 -6.481844
31 O 0.572936 5.474571 -5.703649
32 N -0.413746 7.449534 -6.399720
33 C -0.438753 8.529484 -7.363715
34 C -1.375107 7.456966 -5.316361
35 H 1.178637 6.510398 -7.342334
36 H -0.271794 9.474882 -6.839712
37 H -1.418073 8.545907 -7.850566
38 H 0.337239 8.397724 -8.122648
39 H -0.837629 7.469423 -4.363534
40 H -1.977827 6.545464 -5.369024
41 H -2.025814 8.332895 -5.383513
42 C 1.020773 -0.523890 4.143906
43 O 0.207798 0.382206 4.275352
44 N 0.730993 -1.803531 3.720956
45 C 1.753888 -2.819984 3.591680
46 C -0.638526 -2.144387 3.395117
47 H 2.090706 -0.374004 4.364241
48 H 1.783542 -3.161433 2.553043
49 H 1.503911 -3.658318 4.248239
50 H 2.736069 -2.427504 3.868777
51 H -0.986885 -1.489080 2.591292
52 H -1.265006 -1.983385 4.277433
53 H -0.711603 -3.187842 3.077245
54 C -0.655877 -2.148874 -0.496261
55 O -1.369084 -1.686352 0.385002
56 N -0.518524 -3.487885 -0.793794
57 C 0.348547 -3.953876 -1.855511
58 C -1.263664 -4.460902 -0.021823
59 H -0.045371 -1.497968 -1.143852
60 H -0.252079 -4.500701 -2.587948
61 H 1.104248 -4.619193 -1.428157
62 H 0.846789 -3.117142 -2.352638
63 H -2.332791 -4.251400 -0.121782
64 H -0.983667 -4.369316 1.031787
65 H -1.052866 -5.474903 -0.371891
66 C 5.220773 1.414920 -0.866311
67 O 4.407798 2.321016 -0.734865
68 N 4.930993 0.135279 -1.289261
69 C 5.953888 -0.881174 -1.418538
70 C 3.561474 -0.205577 -1.615100
71 H 6.290706 1.564806 -0.645977
72 H 5.983542 -1.222623 -2.457175
73 H 5.703911 -1.719508 -0.761979
74 H 6.936069 -0.488694 -1.141440
75 H 3.213115 0.449730 -2.418926
76 H 2.934994 -0.044575 -0.732784
77 H 3.488397 -1.249032 -1.932973
78 C 0.195591 -1.302720 8.286272
79 O 0.272936 -2.244870 9.064467
80 N -0.713746 -0.269908 8.368396
81 C -0.738753 0.810042 7.404401
82 C -1.675107 -0.262476 9.451755
83 H 0.878637 -1.209044 7.425782
84 H -0.571794 1.755440 7.928404
85 H -1.718073 0.826466 6.917550
86 H 0.037239 0.678282 6.645468
87 H -1.137629 -0.250018 10.404582
88 H -2.277827 -1.173978 9.399093
89 H -2.325814 0.613453 9.384603
90 C -5.818849 -5.276525 -0.728173
91 O -4.709709 -5.684538 -0.407936
92 N -6.190574 -3.951670 -0.811346
93 C -7.526909 -3.551662 -1.199166
94 C -5.215907 -2.925965 -0.501684
95 H -6.635994 -5.971024 -0.984520
96 H -7.463772 -2.935659 -2.100713
97 H -7.971720 -2.970632 -0.386203
98 H -8.155068 -4.423081 -1.403003
99 H -4.362950 -3.029295 -1.178961
100 H -4.868239 -3.064028 0.526395
101 H -5.654649 -1.930644 -0.611332
102 C 6.166377 -2.539529 -4.600864
103 O 5.234542 -2.421828 -3.815341
104 N 6.070591 -3.019876 -5.889442
105 C 7.224773 -3.127589 -6.756889
106 C 4.776263 -3.430228 -6.393685
107 H 7.194709 -2.256802 -4.320920
108 H 7.056768 -2.513899 -7.646490
109 H 7.350496 -4.174011 -7.049390
110 H 8.131204 -2.785068 -6.250364
111 H 4.091421 -2.578079 -6.351853
112 H 4.383612 -4.229359 -5.758000
113 H 4.858427 -3.786318 -7.424039

Atomic forces in eV per Å
F -0.63 1.47 -0.02
B 1.76 -1.70 0.00
I -1.22 -0.16 0.00
H 0.07 0.17 0.55
H 0.12 0.16 -0.59
C -0.41 -0.43 -0.70
O 0.39 0.00 -0.58
N 0.33 0.66 1.37
C -0.16 -0.03 0.00
C -0.19 -0.03 0.35
H 0.01 -0.10 -0.17
H 0.17 -0.12 -0.11
H 0.17 0.19 -0.17
H -0.22 -0.09 0.02
H -0.10 -0.12 -0.06
H -0.12 0.07 -0.16
H 0.15 0.07 0.18
C 0.64 0.30 0.56
O 0.23 0.75 -0.26
N -1.05 -0.86 -0.66
C -0.02 -0.23 0.16
C -0.03 -0.51 0.16
H 0.06 0.13 -0.01
H -0.12 0.18 -0.09
H 0.05 0.13 -0.12
H 0.16 -0.09 0.09
H -0.08 0.28 0.23
H 0.15 0.04 0.04
H -0.14 -0.13 -0.14
C -0.57 0.12 0.53
O -0.28 0.89 -0.49
N 1.01 -0.89 -0.32
C -0.10 -0.11 0.21
C 0.10 -0.30 0.15
H -0.07 0.10 -0.01
H -0.03 0.07 -0.22
H 0.11 0.19 -0.10
H -0.11 -0.05 0.17
H -0.23 -0.01 0.01
H -0.03 0.14 0.18
H 0.18 -0.14 -0.07
C -0.63 -0.92 -0.42
O 0.47 -0.64 -0.09
N 0.88 1.48 0.54
C -0.29 0.19 0.06
C -0.51 0.43 0.14
H 0.06 -0.11 -0.02
H 0.13 -0.14 0.06
H 0.17 -0.07 -0.11
H -0.15 0.02 -0.02
H -0.09 -0.30 0.19
H -0.14 -0.16 -0.19
H 0.09 0.22 0.10
C -0.28 -0.50 0.24
O 0.46 -0.69 -0.82
N 0.14 1.36 0.05
C -0.21 0.03 0.25
C -0.27 0.19 0.24
H 0.03 -0.05 -0.04
H 0.21 -0.04 -0.09
H 0.06 -0.03 -0.23
H -0.11 -0.06 0.12
H 0.08 -0.27 0.18
H -0.18 -0.15 -0.07
H -0.02 0.23 -0.01
C -0.65 -0.83 -0.31
O 0.54 -0.71 -0.19
N 0.65 1.50 0.54
C 0.07 0.15 -0.11
C -0.24 0.24 0.09
H 0.01 -0.12 -0.03
H 0.07 -0.04 0.53
H 0.17 -0.09 -0.12
H -0.18 0.09 0.12
H -0.17 -0.14 0.11
H -0.13 0.00 -0.20
H 0.18 0.21 0.04
C -0.92 0.56 0.41
O -0.11 0.58 -0.26
N 1.23 -1.09 -0.16
C -0.15 -0.04 0.02
C 0.09 -0.35 0.07
H -0.09 0.13 -0.05
H -0.03 0.09 -0.14
H 0.15 0.17 -0.13
H -0.21 -0.03 0.14
H -0.18 -0.02 0.04
H -0.04 0.16 0.14
H 0.18 -0.17 -0.13
C 0.28 0.91 0.16
O -0.65 0.48 -0.31
N 0.11 -1.56 -0.09
C 0.23 0.06 0.15
C 0.31 -0.16 0.20
H -0.08 0.10 0.00
H -0.21 0.01 0.03
H -0.14 -0.01 -0.16
H 0.16 0.08 0.06
H 0.02 0.16 0.12
H 0.08 0.21 -0.12
H 0.01 -0.25 0.03
C -0.58 -0.39 -0.73
O 0.34 -0.45 -1.16
N 0.39 0.56 1.39
C -0.21 -0.03 0.02
C -0.22 0.06 0.28
H 0.04 -0.02 -0.10
H 0.20 -0.10 -0.03
H 0.17 0.12 -0.11
H -0.20 -0.04 -0.02
H -0.07 -0.21 -0.06
H -0.13 0.09 -0.17
H 0.10 0.09 0.21

Atom charges from the Löwdin analysis, given in e for atoms 1 to 99:
1 F -0.246
2 B -1.087
3 I 0.463
4 H -0.038
5 H -0.055
6 C -0.336
7 O -0.010
8 N -0.183
9 C -0.072
10 C -0.046
11 H 0.118
12 H 0.075
13 H 0.064
14 H 0.071
15 H 0.086
16 H 0.064
17 H 0.085
18 C -0.323
19 O -0.007
20 N -0.196
21 C -0.074
22 C -0.045
23 H 0.129
24 H 0.090
25 H 0.085
26 H 0.059
27 H 0.057
28 H 0.089
29 H 0.090
30 C -0.321
31 O 0.004
32 N -0.210
33 C -0.069
34 C -0.047
35 H 0.128
36 H 0.088
37 H 0.088
38 H 0.083
39 H 0.087
40 H 0.096
41 H 0.088
42 C -0.315
43 O -0.013
44 N -0.187
45 C -0.069
46 C -0.020
47 H 0.127
48 H 0.081
49 H 0.090
50 H 0.078
51 H 0.064
52 H 0.099
53 H 0.084
54 C -0.301
55 O 0.000
56 N -0.202
57 C -0.072
58 C -0.031
59 H 0.130
60 H 0.086
61 H 0.085
62 H 0.078
63 H 0.076
64 H 0.081
65 H 0.091
66 C -0.314
67 O -0.008
68 N -0.189
69 C -0.067
70 C -0.041
71 H 0.126
72 H 0.041
73 H 0.095
74 H 0.082
75 H 0.096
76 H 0.096
77 H 0.079
78 C -0.329
79 O -0.015
80 N -0.197
81 C -0.056
82 C -0.052
83 H 0.123
84 H 0.086
85 H 0.093
86 H 0.059
87 H 0.084
88 H 0.096
89 H 0.089
90 C -0.327
91 O -0.002
92 N -0.205
93 C -0.070
94 C -0.042
95 H 0.124
96 H 0.084
97 H 0.093
98 H 0.080
99 H 0.085